(1)
{
  "formula": "C8H28N8O8",
  "method": "ωB97M-V/def2-TZVPD",
  "total_charge": 1,
  "multiplicity": 2,
  "e_lumo_ha": [-0.07855, -0.32471],
  "species": ["C", "C", "O", "O", "H", "H", "H", "H", "H", "H", "C", "C", "O", "O", "H", "H", "H", "H", "H", "H", "C", "O", "N", "N", "H", "H", "H", "H", "C", "O", "N", "N", "H", "H", "H", "H", "C", "O", "N", "N", "H", "H", "H", "H", "C", "O", "N", "N", "H", "H", "H", "H"],
  "xyz": [[25.97, -8.69, 28.79], [25.93, -7.17, 29.15], [27.11, -6.58, 29.44], [26.36, -9.36, 29.97], [26.83, -8.85, 28.14], [25.10, -9.17, 28.34], [25.20, -6.86, 29.89], [25.47, -6.72, 28.27], [27.46, -6.94, 30.25], [27.07, -8.82, 30.34], [29.82, -6.91, 31.36], [30.58, -6.06, 32.38], [30.06, -6.50, 33.68], [28.48, -7.19, 31.71], [30.37, -7.85, 31.39], [29.80, -6.61, 30.31], [30.21, -5.04, 32.24], [31.67, -6.10, 32.31], [30.60, -7.23, 33.98], [28.63, -7.69, 32.52], [28.71, -5.20, 37.18], [28.16, -6.30, 37.24], [29.07, -4.61, 36.07], [29.21, -4.50, 38.15], [28.80, -4.97, 35.17], [29.79, -3.91, 36.17], [29.00, -4.75, 39.10], [29.74, -3.68, 37.90], [31.93, -2.65, 32.56], [30.91, -2.69, 33.21], [32.49, -1.64, 31.99], [32.79, -3.65, 32.47], [33.48, -1.68, 31.80], [31.99, -0.77, 31.83], [33.23, -3.75, 31.57], [32.57, -4.50, 32.97], [26.24, -5.34, 33.72], [25.71, -6.42, 33.49], [25.76, -4.35, 34.33], [27.47, -5.02, 33.29], [26.24, -3.46, 34.40], [24.92, -4.47, 34.88], [27.95, -5.86, 33.00], [27.92, -4.12, 33.31], [28.49, -9.30, 34.37], [29.34, -9.25, 33.50], [27.57, -10.17, 34.41], [28.37, -8.56, 35.42], [26.89, -10.19, 35.16], [27.52, -10.92, 33.74], [27.68, -8.64, 36.15], [28.90, -7.71, 35.51]]
}

(2)
{
  "formula": "C6H8N",
  "method": "ωB97M-V/def2-TZVPD",
  "total_charge": 1,
  "multiplicity": 1,
  "e_above_lowest_kcal_mol": 173.6,
  "e_lumo_ha": [-0.20429, -0.24706],
  "species": ["C", "C", "C", "C", "C", "C", "N", "H", "H", "H", "H", "H", "H", "H", "H"],
  "xyz": [[-0.22, 1.64, -0.01], [-0.85, 1.31, -2.36], [0.06, 0.94, 1.26], [-0.27, -1.61, 0.54], [1.26, -1.40, 0.81], [0.24, -0.47, 1.21], [-0.58, 1.32, -1.13], [-0.15, 0.99, -3.01], [-1.89, 1.59, -2.88], [0.83, 1.36, 1.84], [-0.94, 1.18, 1.81], [-0.40, -1.39, -0.56], [-0.69, -2.41, 1.07], [1.79, -2.20, 1.41], [1.80, -0.85, 0.00]]
}

(3)
{
  "formula": "C3H3N3O",
  "method": "ωB97M-V/def2-TZVPD",
  "multiplicity": 1,
  "e_above_lowest_kcal_mol": 100.7,
  "e_lumo_ha": -0.01328,
  "species": ["N", "C", "N", "N", "O", "C", "C", "H", "H", "H"],
  "xyz": [[1.35, 0.50, 0.23], [0.68, -0.66, 0.27], [0.97, 1.37, -0.78], [0.03, 0.83, -1.41], [-1.35, 0.68, 1.27], [-1.12, -0.34, 0.69], [-0.25, -0.41, -0.79], [2.02, 0.84, 0.91], [-1.63, -1.30, 0.82], [-0.81, -1.15, -1.35]]
}

(4)
{
  "formula": "C6H10O",
  "method": "ωB97M-V/def2-TZVPD",
  "multiplicity": 1,
  "smiles": "CCC/C=C\\C=O",
  "e_above_lowest_kcal_mol": 13.4,
  "e_lumo_ha": 0.00621,
  "species": ["C", "C", "C", "C", "C", "C", "O", "H", "H", "H", "H", "H", "H", "H", "H", "H", "H"],
  "xyz": [[0.03, 0.38, -2.22], [0.53, 0.61, -0.80], [0.85, -0.72, -0.07], [0.77, -0.53, 1.42], [-0.33, -0.15, 2.09], [-1.67, 0.01, 1.47], [-1.98, -0.34, 0.35], [0.82, 0.01, -2.88], [-0.35, 1.32, -2.65], [-0.79, -0.34, -2.22], [1.42, 1.25, -0.79], [-0.24, 1.15, -0.24], [0.12, -1.47, -0.37], [1.84, -1.08, -0.36], [1.69, -0.65, 1.99], [-0.28, 0.06, 3.15], [-2.42, 0.50, 2.12]]
}